{"formula": "C2H12NO3", "method": "ωB97M-V/def2-TZVPD", "symbols": ["C", "C", "N", "H", "H", "H", "H", "H", "H", "H", "H", "O", "H", "H", "O", "H", "H", "O"], "coordinates": [[2.3500, 0.7200, 0.0804], [1.6050, -0.9816, -1.4223], [1.2786, -0.0008, -0.7008], [1.8104, 1.2651, 0.8454], [2.8971, 1.3806, -0.5855], [3.0167, -0.0522, 0.4431], [2.6034, -1.3544, -1.6156], [0.8254, -1.4681, -2.0043], [0.2793, 0.2623, -0.4846], [0.1753, -1.6095, 3.0560], [0.3063, -2.4835, 1.7935], [0.2689, -1.5997, 2.0867], [-1.0843, 2.0998, -0.2765], [-2.0532, 1.0992, -0.7945], [-1.1093, 1.2162, -0.6213], [-4.0691, 0.2179, 0.6875], [-4.9961, 0.5380, -0.3790], [-4.1043, 0.7506, -0.1082]], "lowdin_charge": [0.02, 0.14, 0.01, 0.10, 0.10, 0.10, 0.13, 0.12, 0.11, 0.06, 0.01, -0.05, 0.07, 0.04, -0.02, 0.05, 0.05, -0.04], "relative_energy_ev": 1.031, "charge": 1, "orbital_gap_ev": 10.57, "e_tot_ev": -9894.41315}